88
Properties=species:S:1:pos:R:3:forces:R:3 method="wB97M-V/def2-TZVPD" lumo_energy_ha=-0.181 total_charge=0
C -4.487 3.444 -1.203 0.82 -0.82 -0.65
C -4.677 3.564 -2.853 -4.44 4.77 -3.32
O -5.633 4.398 -3.341 6.35 -5.54 3.59
O -3.846 2.864 -3.847 -0.85 2.16 2.76
C -2.901 3.773 -4.515 0.86 1.11 -1.25
C -1.492 3.963 -3.652 -0.58 -0.74 -0.35
C -1.255 2.549 -2.850 0.75 -0.18 0.10
C 0.240 2.448 -2.138 0.49 -0.90 -0.41
C 0.239 1.414 -0.845 0.04 -4.16 -0.40
C 0.251 -0.210 -1.244 -0.16 2.35 4.28
C 0.268 -1.352 -0.053 1.44 3.28 -0.08
C 0.247 -2.925 -0.536 -0.19 0.68 -0.25
B -1.011 -3.160 -1.621 -2.01 0.33 -1.84
O -0.866 -2.819 -3.079 -0.61 1.27 3.40
O -2.338 -3.708 -1.224 2.55 2.54 0.38
C 0.305 -0.812 1.494 -0.30 2.77 -2.06
C 0.373 -1.919 2.720 1.86 -3.75 5.25
O 1.445 -1.794 3.552 -6.07 0.15 -5.09
O -0.597 -3.012 2.912 4.37 5.86 -2.59
C 0.274 0.833 1.750 0.06 -4.52 -1.51
Cl 0.289 1.340 3.569 0.11 -0.33 -3.41
N 0.228 1.867 0.620 0.09 -2.23 0.29
P 0.164 3.655 0.908 0.13 -0.54 -0.64
C 1.992 4.082 1.423 0.02 0.81 -0.55
O -0.922 4.057 2.208 3.54 -0.27 0.17
H -4.190 2.322 -0.967 -0.88 2.18 -0.36
H -5.428 3.814 -0.614 1.76 -0.88 -1.56
H -3.574 4.104 -0.838 -2.18 -0.96 -1.79
H -3.427 4.803 -4.759 1.07 -2.13 0.69
H -2.631 3.293 -5.569 -0.72 0.74 2.49
H -1.514 4.916 -2.952 0.00 -2.05 -1.33
H -0.643 4.096 -4.456 -1.58 -0.17 1.73
H -2.046 2.325 -2.008 1.35 0.57 -1.90
H -1.299 1.674 -3.657 -0.13 1.86 1.92
H 0.935 1.924 -2.955 -1.33 1.12 2.06
H 0.733 3.487 -1.921 -1.14 -1.97 -0.20
H 0.260 -0.523 -2.371 0.18 0.84 2.45
H 1.226 -3.123 -1.159 -1.63 0.50 1.50
H 0.083 -3.672 0.355 0.49 2.42 -1.31
H -1.212 -1.878 -3.238 0.47 -2.26 0.26
H -2.697 -3.162 -0.459 0.78 -1.35 -0.98
H 2.570 3.147 1.834 -0.82 1.47 -0.57
H 1.977 4.969 2.215 -3.37 -2.02 -8.87
H 2.502 4.516 0.435 -1.00 -1.00 2.12
H -0.335 4.434 2.953 -1.62 -0.74 -0.79
C -4.162 6.589 1.548 -0.43 0.64 0.31
Cl -4.758 4.972 1.946 -0.08 -0.09 0.20
Cl -2.696 6.502 0.564 0.22 0.29 -0.23
H -4.934 7.125 0.990 0.22 -0.25 0.04
H -3.938 7.123 2.474 -0.01 -0.24 -0.13
Na 0.446 -5.655 0.606 0.66 -0.47 0.05
C 5.229 -7.910 -0.616 0.08 0.25 -0.06
C 3.738 -8.093 -0.543 -0.17 -0.87 -0.21
O 2.961 -7.140 -0.538 -0.73 0.56 0.38
N 3.254 -9.367 -0.482 0.22 1.27 0.23
C 4.000 -10.602 -0.477 -0.37 -0.35 -0.10
H 5.465 -6.843 -0.660 -0.20 -0.21 0.00
H 5.702 -8.332 0.275 0.03 -0.07 -0.13
H 5.621 -8.388 -1.518 -0.03 -0.04 0.14
H 2.242 -9.413 -0.435 0.32 -0.07 -0.17
H 3.679 -11.197 -1.337 0.31 -0.04 0.07
H 3.760 -11.142 0.442 0.20 -0.14 -0.04
H 5.077 -10.440 -0.531 -0.27 0.10 -0.08
F 4.872 -9.544 -3.374 -2.97 -2.44 4.96
P 4.867 -8.612 -4.623 -0.03 0.32 -1.14
F 3.708 -7.815 -3.952 -5.40 -0.05 2.28
F 3.786 -9.547 -5.245 -4.17 -3.88 1.10
F 6.357 -9.006 -4.391 5.41 -0.06 -1.86
F 5.320 -7.121 -4.623 4.27 3.75 -0.72
F 5.157 -8.641 -6.154 2.96 2.25 -4.35
C -2.476 5.111 6.590 -0.07 -0.15 0.01
C -1.783 5.948 5.520 -0.04 -0.40 0.30
C -2.194 7.421 5.558 -1.23 -0.12 -0.34
C -3.690 7.543 5.320 -8.19 0.89 -1.20
N -4.932 7.644 5.123 9.72 -0.89 1.34
H -3.562 5.098 6.452 0.11 0.06 0.06
H -2.131 4.073 6.543 -0.03 0.11 0.08
H -2.261 5.498 7.592 -0.05 -0.07 -0.16
H -2.010 5.524 4.535 0.00 0.12 -0.05
H -0.698 5.876 5.660 -0.19 0.28 -0.10
H -1.660 7.981 4.783 -0.25 0.00 0.21
H -1.946 7.865 6.528 -0.16 0.00 -0.17
O 1.523 -6.359 -3.896 -0.83 0.47 -1.44
H 1.723 -6.442 -2.982 0.75 -0.37 1.55
Ca 2.640 4.900 3.527 3.46 1.07 8.59
Br 0.862 7.996 4.522 1.02 -1.20 -0.66
Na -2.499 3.845 0.748 -0.52 -0.24 0.39
F 2.761 -1.032 0.505 -1.49 0.06 -0.34

77
Properties=species:S:1:pos:R:3:forces:R:3 method="wB97M-V/def2-TZVPD" lumo_energy_ha=-0.173 total_charge=+1
C 2.364 -2.444 -0.455 0.69 -0.67 -0.42
C 2.717 -1.348 -1.622 1.16 -0.05 -0.35
B 2.782 0.225 -1.042 2.06 -1.18 -1.97
O 4.067 0.933 -1.194 -2.27 -1.90 2.72
C 1.388 0.816 -0.411 -0.47 0.86 2.23
C 1.341 2.272 0.329 -1.18 -0.86 1.02
P 2.910 3.046 1.086 0.76 3.54 -0.20
O 2.294 4.414 2.038 -0.46 -3.71 -1.48
Br 4.003 1.643 2.499 -1.04 -0.25 0.01
C 0.641 3.324 -0.714 -0.63 0.02 1.99
F 1.518 4.267 -1.463 -2.03 -3.06 1.23
C -0.257 2.226 -1.539 2.42 -0.37 1.06
N 0.186 0.935 -1.322 -2.74 4.27 -1.93
C -0.657 -0.088 -2.049 -1.32 -1.96 -1.08
C -2.072 -0.475 -1.260 -5.23 2.73 2.26
O -3.002 0.494 -1.054 6.01 -5.34 -1.57
N -2.419 -1.873 -0.796 1.54 2.73 0.81
C -1.237 -2.602 -0.188 1.44 -0.54 -0.56
C -3.488 -1.889 0.273 -1.10 -0.36 1.13
H 1.626 -3.233 -0.903 1.24 1.52 1.23
H 1.975 -1.944 0.537 0.58 -1.19 -1.97
H 3.369 -3.031 -0.206 -2.26 1.42 -0.35
H 2.019 -1.428 -2.586 1.26 0.14 2.11
H 3.808 -1.624 -2.021 -2.41 0.70 0.76
H 4.678 0.528 -0.483 -0.96 0.81 -1.71
H 1.087 0.044 0.431 0.57 1.29 -1.72
H 0.661 2.068 1.284 0.70 0.83 -2.38
H 1.304 4.241 2.229 1.69 0.42 -0.30
H -0.029 4.043 -0.047 1.20 -1.66 -1.81
H -1.146 2.638 -2.178 1.67 -1.72 1.07
H -0.116 -1.107 -2.266 -0.65 2.38 0.54
H -1.007 0.405 -3.078 0.84 -1.23 2.40
H -0.650 -1.893 0.565 -1.20 -1.67 -1.36
H -1.566 -3.612 0.355 0.61 2.50 -1.29
H -0.525 -2.895 -1.071 -1.20 0.46 1.87
H -3.078 -1.278 1.209 -1.19 -1.12 -1.94
H -3.644 -3.012 0.632 0.44 2.44 -0.97
H -4.544 -1.521 -0.086 2.42 -0.42 0.65
C -0.616 7.589 5.113 0.46 0.04 -0.03
C -1.188 6.686 4.039 -0.25 1.35 1.13
C -2.063 5.591 4.571 -0.78 0.40 0.68
O -1.968 4.611 3.552 1.57 -0.49 -1.36
C -0.744 4.790 2.963 -0.45 0.36 0.47
O -0.241 4.012 2.172 -1.17 0.73 1.06
O -0.165 5.954 3.385 -0.19 -1.98 -1.12
H 0.131 8.266 4.685 -0.24 -0.04 0.03
H -1.404 8.187 5.583 0.07 -0.11 -0.15
H -0.106 7.010 5.890 -0.16 -0.01 -0.13
H -1.706 7.286 3.282 -0.01 -0.15 0.05
H -3.100 5.911 4.706 0.16 -0.23 -0.16
H -1.697 5.152 5.505 0.06 0.18 -0.08
C 7.452 -2.743 -3.901 -0.39 -0.13 -0.12
C 7.475 -2.159 -2.503 0.50 -0.09 -1.51
C 8.530 -2.749 -1.617 0.93 0.05 -0.22
O 7.994 -2.526 -0.324 -1.37 0.07 0.28
C 6.633 -2.506 -0.473 -0.98 -0.13 1.70
O 5.839 -2.520 0.451 1.44 0.14 -1.91
O 6.287 -2.471 -1.795 -0.18 -0.03 1.29
H 6.571 -2.390 -4.447 0.21 0.07 0.05
H 8.349 -2.460 -4.459 -0.13 0.02 0.13
H 7.387 -3.836 -3.874 0.09 0.15 0.11
H 7.556 -1.066 -2.555 0.08 -0.09 0.09
H 9.498 -2.252 -1.728 -0.19 -0.06 0.21
H 8.662 -3.828 -1.752 -0.09 0.11 -0.17
C -7.537 -2.197 -1.368 0.23 0.22 0.25
C -7.403 -3.688 -1.132 -0.19 1.19 -0.77
C -8.710 -4.385 -0.903 -0.68 -0.09 -0.62
O -8.315 -5.523 -0.155 0.93 0.04 0.65
C -7.182 -5.160 0.522 0.87 -1.62 1.92
O -6.666 -5.822 1.406 -1.11 1.56 -2.01
O -6.710 -3.957 0.076 -0.07 -0.85 0.52
H -6.551 -1.722 -1.373 -0.13 -0.09 -0.16
H -8.030 -1.995 -2.323 0.10 -0.09 0.12
H -8.113 -1.718 -0.569 0.00 -0.18 -0.10
H -6.837 -4.148 -1.951 -0.14 -0.06 0.04
H -9.196 -4.683 -1.836 0.08 -0.12 0.24
H -9.416 -3.805 -0.299 0.15 0.13 -0.11

79
Properties=species:S:1:pos:R:3:forces:R:3 method="wB97M-V/def2-TZVPD" lumo_energy_ha=-0.143 total_charge=+1
C 2.285 -2.769 0.950 0.08 0.06 0.11
C 2.371 -1.656 -0.086 0.02 -0.25 0.08
O 1.265 -0.737 -0.011 -0.05 0.20 -0.23
C 1.354 0.197 0.969 -0.08 -0.42 0.05
C 0.056 0.921 1.278 -0.06 0.09 0.19
C -1.162 0.004 1.449 0.10 0.12 -0.06
C -0.978 -1.243 2.333 -0.38 -0.01 0.00
C -1.127 -2.551 1.549 -0.02 -0.08 -0.09
C -2.585 -2.985 1.407 0.13 -0.05 -0.35
C -2.714 -4.292 0.610 0.15 0.00 0.23
C -3.919 -5.161 0.973 0.01 -0.01 -0.27
O -3.620 -6.156 1.929 -0.20 0.00 0.10
C -3.524 -5.692 3.256 0.03 -0.02 -0.04
C 0.342 1.681 2.569 -0.20 -0.01 0.34
N 1.624 2.443 2.616 -0.72 0.54 -1.48
C 1.522 3.906 2.904 0.42 -0.21 0.94
C 2.603 2.122 1.780 0.23 -0.21 0.27
N 3.831 2.587 1.932 0.03 0.29 -0.27
N 2.418 1.267 0.679 0.01 -0.45 0.60
S 2.159 2.194 -0.719 0.07 0.25 0.02
O 2.048 3.555 -0.309 0.14 0.16 0.04
O 1.146 1.550 -1.461 0.00 -0.12 -0.30
C 3.705 1.957 -1.774 0.15 -0.18 0.37
F 3.270 2.071 -3.015 -0.12 0.16 -0.26
F 4.103 0.700 -1.558 0.03 -0.25 -0.01
C 4.921 2.900 -1.511 -0.20 -0.17 -0.35
F 5.517 2.436 -0.394 0.13 -0.07 0.25
F 4.532 4.153 -1.290 -0.13 0.28 0.06
C 5.993 2.900 -2.650 0.03 0.36 0.05
F 7.157 3.188 -2.063 0.31 0.01 0.08
F 6.074 1.682 -3.185 -0.13 -0.25 -0.17
C 5.775 3.973 -3.774 -0.07 0.03 -0.17
F 6.430 3.585 -4.866 -0.15 0.15 0.30
F 4.476 4.106 -4.068 0.31 -0.02 0.01
F 6.247 5.149 -3.365 -0.16 -0.27 -0.11
H 3.287 -3.110 1.212 -0.02 -0.09 -0.08
H 1.710 -3.618 0.588 -0.04 0.04 0.01
H 1.821 -2.424 1.877 0.01 0.03 -0.03
H 3.313 -1.111 0.004 -0.06 0.10 0.00
H 2.315 -2.065 -1.092 0.06 0.06 -0.03
H 1.719 -0.260 1.901 0.16 0.07 -0.03
H -0.205 1.635 0.495 0.19 -0.06 -0.11
H -1.969 0.636 1.831 -0.02 -0.04 -0.01
H -1.474 -0.293 0.445 -0.03 -0.06 0.04
H -1.770 -1.234 3.086 0.15 -0.01 0.14
H -0.040 -1.223 2.897 0.05 0.03 -0.11
H -0.563 -3.360 2.024 -0.03 0.04 0.07
H -0.714 -2.430 0.543 0.13 -0.01 0.08
H -3.125 -2.205 0.861 -0.16 0.05 0.25
H -3.035 -3.097 2.396 -0.01 0.07 -0.02
H -1.826 -4.909 0.786 -0.04 -0.03 -0.07
H -2.726 -4.066 -0.458 -0.02 0.00 0.01
H -4.259 -5.706 0.092 0.02 -0.03 0.02
H -4.762 -4.545 1.318 0.04 0.01 0.03
H -2.515 -5.326 3.483 -0.03 0.06 0.02
H -3.751 -6.528 3.916 0.07 -0.01 0.00
H -4.247 -4.891 3.450 0.01 -0.01 0.02
H -0.460 2.377 2.801 0.00 0.03 -0.09
H 0.372 0.958 3.389 0.09 0.08 0.05
H 0.484 4.195 2.775 0.02 0.02 -0.05
H 1.831 4.127 3.925 -0.08 0.00 0.02
H 2.137 4.474 2.211 -0.11 -0.02 -0.09
H 4.032 3.490 2.336 0.05 -0.24 0.43
H 4.587 2.052 1.536 -0.01 0.32 -0.43
C -6.589 0.385 -2.881 0.08 0.13 0.04
C -5.543 -0.306 -3.725 -0.16 -0.17 -0.03
O -4.415 0.552 -3.995 0.03 0.04 0.01
C -3.554 0.703 -3.001 0.01 -0.02 -0.02
O -3.605 0.174 -1.917 0.00 0.00 -0.01
O -2.594 1.545 -3.397 -0.09 -0.04 0.08
C -1.627 1.822 -2.385 -0.02 0.03 -0.05
H -6.903 1.317 -3.352 -0.04 -0.03 -0.03
H -7.461 -0.261 -2.774 0.00 0.00 -0.01
H -6.204 0.611 -1.888 0.00 -0.04 0.01
H -5.936 -0.549 -4.709 0.05 0.04 -0.03
H -5.190 -1.226 -3.260 0.05 0.05 0.05
H -1.209 0.897 -1.995 0.00 0.01 0.01
H -2.091 2.391 -1.577 0.03 -0.03 0.04
H -0.849 2.413 -2.856 -0.05 -0.01 -0.07

E_HOMO readings, ordered: -6.00, -10.88, -11.28 eV
Energy readings, ordered: -219446.1197, -133678.9045, -77501.7098 eV
HOMO-LUMO gap readings, ordered: 1.08, 6.17, 7.38 eV